93
Properties=species:S:1:pos:R:3:forces:R:3:mulliken_charge:R:1 method="wB97M-V/def2-TZVPD" homo_energy_ev="-12.57 / -12.63" spin_multiplicity=1 total_energy_ev=-105388.1090 total_charge=+2 orbital_gap_ha="0.2175 / 0.2487" lumo_ha="-0.2444 / -0.2155"
Sc 0.719128 0.695900 -0.456137 0.3 0.2 0.0 -0.295
C 5.105360 -0.011834 -0.525345 -0.2 0.1 0.0 -1.465
Sb 3.497629 0.939420 -1.567573 0.4 0.0 -0.3 0.731
C 3.796554 0.070765 -3.500058 -0.1 0.0 0.1 -1.310
C 4.429239 2.871090 -1.907145 -0.2 -0.3 0.0 -1.347
C 4.371901 3.727860 -0.681439 0.0 0.0 0.1 0.688
C 5.342654 3.529888 0.304323 -0.1 0.0 -0.1 -0.497
C 5.344912 4.260780 1.477850 0.0 0.0 0.0 -0.856
C 4.379707 5.237084 1.676875 0.0 0.0 0.0 -0.808
C 3.425936 5.460897 0.700560 0.0 0.0 0.0 -0.604
C 3.391518 4.710583 -0.478200 0.0 0.0 0.1 0.682
C 2.302090 4.985975 -1.464737 -0.2 -0.3 0.0 -1.493
Sb 0.534792 3.777059 -1.076012 0.1 0.4 0.1 0.597
C -0.038343 4.771414 0.736670 0.0 -0.2 -0.1 -1.514
C -0.788103 4.830757 -2.388809 0.1 -0.3 0.0 -1.260
H 6.038307 0.224869 -1.033695 0.0 0.0 0.0 0.506
H 4.959240 -1.090866 -0.531549 0.0 0.0 0.0 0.437
H 5.152585 0.342601 0.502385 0.0 0.0 0.0 0.418
H 4.815058 0.278822 -3.822218 0.0 0.0 0.0 0.409
H 3.097130 0.493950 -4.218141 0.0 0.0 0.0 0.403
H 3.647316 -1.005846 -3.443518 0.0 0.0 0.0 0.402
H 3.954384 3.314869 -2.779431 0.0 0.0 0.0 0.431
H 5.460206 2.627623 -2.163145 0.0 0.0 -0.1 0.690
H 6.124580 2.800112 0.126115 0.0 0.0 0.0 0.477
H 6.107211 4.084944 2.224855 0.0 0.0 0.0 0.449
H 4.380127 5.832085 2.580117 0.0 0.0 0.0 0.450
H 2.696223 6.250603 0.836784 0.0 0.0 0.0 0.454
H 2.595737 4.821347 -2.499459 0.0 0.0 0.0 0.567
H 1.943350 6.010309 -1.367667 0.0 0.0 -0.1 0.678
H -0.104561 5.837605 0.528314 0.0 0.0 0.0 0.510
H 0.699173 4.591694 1.516979 0.0 0.0 0.0 0.429
H -1.011525 4.411043 1.067498 0.0 0.0 0.0 0.430
H -0.734927 5.887820 -2.136384 0.0 0.0 0.0 0.401
H -1.808887 4.475625 -2.264896 0.0 0.0 0.0 0.414
H -0.475266 4.685403 -3.420500 0.0 0.0 0.0 0.383
Te -2.821545 -2.637444 -2.140514 -0.2 -0.2 0.8 0.307
C -3.344487 -4.020437 -0.590626 0.1 0.2 -0.3 0.118
C -4.255817 -3.598068 0.367468 0.0 0.0 0.1 -0.136
C -4.595662 -4.488052 1.380077 0.1 0.1 -0.2 -0.631
N -4.091515 -5.712242 1.458581 -0.1 -0.2 0.3 -0.569
C -3.233017 -6.112548 0.531482 0.0 0.2 -0.1 -0.531
C -2.817167 -5.297206 -0.518133 0.0 -0.1 -0.1 -0.109
C -1.676256 -1.563657 -0.702653 0.2 0.5 -1.3 -0.956
P -1.865414 0.240120 -0.529407 -1.0 -0.4 0.9 1.043
C -3.562497 0.681289 -1.005246 0.3 0.2 -0.3 1.173
C -4.569205 1.001823 -0.097428 0.0 -0.1 0.0 -0.434
C -5.869729 1.181100 -0.546422 0.0 0.0 0.0 -0.762
C -6.167419 1.075228 -1.896845 0.0 0.0 0.0 -0.586
C -5.154706 0.830364 -2.812573 0.0 0.0 -0.1 -0.753
C -3.856731 0.639747 -2.370838 0.1 0.1 0.1 -0.866
C -1.847431 0.383392 1.307234 0.1 0.2 -0.2 0.816
C -2.745003 -0.324260 2.105440 0.0 0.0 -0.1 0.144
C -2.741998 -0.150051 3.478271 -0.1 0.1 0.0 -0.982
C -1.808695 0.690165 4.072821 0.0 0.0 0.0 -0.800
C -0.867861 1.349641 3.297533 0.2 0.1 0.1 -0.821
C -0.900150 1.203247 1.919067 -0.2 -0.2 -0.3 0.140
P 0.115059 -1.883655 -0.662107 -0.3 -1.0 1.0 0.424
C 0.459719 -1.811548 1.149053 0.3 0.2 -0.4 1.181
C -0.416376 -2.364944 2.079193 0.0 0.1 0.0 -0.290
C -0.111599 -2.311454 3.428460 0.0 -0.1 -0.1 -0.661
C 1.068574 -1.715296 3.858225 0.1 0.0 0.0 -1.036
C 1.952707 -1.174924 2.940011 0.1 0.1 0.0 -0.625
C 1.644372 -1.212265 1.585076 0.0 -0.2 -0.2 -1.259
C 0.395960 -3.640124 -1.042826 0.2 0.2 -0.3 0.969
C 0.464476 -3.989923 -2.394376 0.1 0.0 0.1 -0.461
C 0.647290 -5.310707 -2.764855 0.0 0.0 -0.1 -0.740
C 0.779653 -6.290521 -1.789599 0.0 0.0 0.0 -0.566
C 0.728904 -5.944548 -0.447420 0.0 0.0 0.0 -0.799
C 0.545267 -4.623182 -0.067879 0.0 0.1 -0.1 -0.297
H -4.706044 -2.613839 0.316811 0.0 0.0 0.0 0.575
H -5.307562 -4.207234 2.148737 0.0 0.0 0.0 0.408
H -2.860130 -7.126269 0.624885 0.0 0.0 0.0 0.405
H -2.108332 -5.656875 -1.252279 0.0 0.0 0.0 0.521
H -4.351771 1.118106 0.952769 0.0 0.0 0.0 0.508
H -6.651615 1.399072 0.168715 0.0 0.0 0.0 0.460
H -7.186922 1.198502 -2.236231 0.0 0.0 0.0 0.437
H -5.377836 0.780289 -3.869691 0.0 0.0 0.0 0.446
H -3.062063 0.479262 -3.091352 0.0 -0.1 0.0 0.566
H -3.439353 -1.011095 1.638018 -0.1 0.0 0.0 0.544
H -3.471804 -0.663310 4.090911 0.0 0.0 0.0 0.474
H -1.806151 0.825224 5.146030 0.0 0.0 0.0 0.463
H -0.129730 1.986369 3.767551 0.0 0.0 0.0 0.525
H -0.203194 1.777526 1.291122 -0.2 0.3 0.3 -0.516
H -1.325699 -2.843927 1.732796 0.0 0.0 0.0 0.580
H -0.792359 -2.744251 4.149895 0.0 0.0 0.0 0.514
H 1.306653 -1.688329 4.913211 0.0 0.0 0.0 0.429
H 2.890035 -0.749755 3.274440 0.0 0.0 0.0 0.511
H 2.383258 -0.887482 0.846925 0.0 0.0 0.1 0.697
H 0.388157 -3.222242 -3.154783 0.0 0.0 0.0 0.489
H 0.689589 -5.578984 -3.811891 0.0 0.0 0.0 0.440
H 0.931468 -7.322877 -2.074728 0.0 0.0 0.0 0.422
H 0.833163 -6.705699 0.314415 0.0 0.0 0.0 0.468
H 0.526090 -4.373533 0.982167 0.0 0.0 0.0 0.401

93
Properties=species:S:1:pos:R:3:forces:R:3:mulliken_charge:R:1 method="wB97M-V/def2-TZVPD" homo_energy_ev=-10.66 spin_multiplicity=1 total_energy_ev=-47177.1459 total_charge=+1 orbital_gap_ha=0.2984 lumo_ha=-0.0934
C -0.346443 -2.760152 3.288895 0.0 -0.2 -0.1 -1.108
C 0.198074 -4.131400 3.688686 0.0 0.1 0.1 -0.029
C 0.413153 -5.078439 2.493572 0.0 -0.1 0.0 -0.735
C -0.450190 -6.348248 2.512604 0.0 0.0 -0.1 -0.692
C -1.970579 -6.151419 2.673678 -0.1 0.0 -0.1 -0.275
C -2.763176 -6.365669 1.379087 0.0 0.1 0.0 -1.511
C -2.511995 -5.272447 0.319928 0.0 -0.1 -0.1 0.068
C -3.649771 -4.241496 0.200596 0.0 0.1 0.1 -0.995
C -3.160773 -2.798574 0.069086 0.0 0.0 -0.1 -0.269
C -2.654196 -2.465949 -1.338413 0.0 0.0 0.0 -0.872
C -1.756013 -1.219284 -1.388066 -0.1 0.0 0.1 -0.284
N -2.406981 -0.135528 -2.127060 -0.1 -0.1 0.0 -0.020
C -2.006144 1.115476 -2.297150 0.1 0.0 -0.2 0.459
N -2.756385 2.018920 -2.969568 -0.2 -0.2 0.1 -0.661
C -2.052081 3.118951 -2.955710 0.1 0.2 -0.2 -0.008
N -0.887020 2.981489 -2.335973 0.1 -0.1 0.0 0.166
C 0.170070 3.959369 -2.123417 0.0 0.1 0.0 -0.527
C 0.079201 4.641609 -0.760118 0.1 0.0 0.0 -0.650
O 1.092277 5.620400 -0.685988 -0.1 0.0 0.1 -0.323
C 0.771198 6.967512 -0.603738 0.0 0.1 -0.1 0.452
O 1.516203 7.679943 -0.009866 -0.1 -0.1 -0.2 -0.530
C -0.454922 7.463379 -1.354830 0.1 0.0 0.1 0.130
C -0.056090 8.547674 -2.369216 -0.1 0.0 0.1 -1.287
N -0.847616 1.673566 -1.890796 0.1 0.1 0.3 0.281
C 0.373074 1.143448 -1.278397 0.2 0.0 0.0 -0.805
C 1.415771 0.714205 -2.310681 0.0 0.1 0.0 -0.292
C 2.839520 0.851201 -1.787521 0.0 -0.1 0.0 -0.609
O 3.689286 0.617911 -2.889238 0.0 0.1 0.0 -0.504
H -1.326791 -2.869569 2.813031 0.0 0.1 0.0 0.017
H 0.322917 -2.278758 2.568308 0.0 0.0 0.1 0.311
H -0.464509 -2.099779 4.149491 0.0 0.0 0.0 0.437
H -0.496597 -4.586594 4.400456 0.1 0.0 0.0 -0.030
H 1.138043 -3.999943 4.229362 0.0 0.0 0.0 0.409
H 0.255061 -4.532652 1.556582 0.0 0.0 0.1 0.413
H 1.458458 -5.398698 2.476513 0.0 0.0 -0.1 0.387
H -0.267235 -6.899282 1.583147 0.0 0.0 0.1 0.422
H -0.076268 -6.989705 3.315675 -0.1 0.1 0.0 0.184
H -2.351143 -6.853404 3.421588 0.0 0.0 0.0 0.332
H -2.192846 -5.150905 3.063577 0.0 0.0 0.0 0.322
H -3.829859 -6.395834 1.621465 0.0 0.0 -0.1 0.487
H -2.509704 -7.347990 0.972024 0.0 0.0 0.0 0.440
H -1.584624 -4.746031 0.567471 0.0 -0.1 0.0 -0.183
H -2.337928 -5.746522 -0.649538 0.0 0.1 0.0 0.451
H -4.293906 -4.301728 1.082370 0.1 0.0 0.0 0.463
H -4.280254 -4.491247 -0.658486 -0.1 0.0 0.1 0.328
H -3.961605 -2.103999 0.342751 0.1 0.0 0.0 0.375
H -2.347966 -2.643423 0.787028 0.0 0.0 0.0 -0.083
H -3.517106 -2.314205 -1.995374 0.1 -0.1 0.0 0.346
H -2.108210 -3.319147 -1.745665 0.0 0.0 0.0 0.302
H -0.796774 -1.453760 -1.857245 0.0 0.0 0.0 0.016
H -1.575376 -0.884663 -0.363845 0.0 0.0 0.0 0.553
H -3.278254 -0.342719 -2.592451 0.0 0.0 0.0 0.317
H -2.340779 4.057002 -3.407536 0.0 0.0 0.0 0.425
H 1.135680 3.471319 -2.258220 0.0 0.1 0.0 0.088
H 0.065576 4.698034 -2.920665 0.0 0.0 0.1 0.516
H -0.920794 5.050670 -0.603362 0.0 0.0 0.0 0.407
H 0.270551 3.927152 0.045387 -0.1 0.0 0.0 0.313
H -1.134328 7.880404 -0.606405 0.1 0.0 0.0 0.340
H -0.983618 6.649446 -1.852214 0.0 0.1 0.0 0.084
H 0.234848 8.101661 -3.320603 0.1 0.1 0.0 0.279
H -0.894757 9.218571 -2.552090 0.0 -0.1 0.0 0.386
H 0.771399 9.138212 -1.980313 0.0 0.0 0.0 0.328
H 0.771739 1.929901 -0.634626 -0.1 0.0 0.0 0.119
H 0.080426 0.332517 -0.622042 0.0 0.0 0.0 0.450
H 1.242682 -0.318655 -2.619477 0.0 0.1 -0.1 0.329
H 1.323791 1.338909 -3.204576 0.0 -0.1 0.0 0.344
H 2.990683 1.855151 -1.365584 0.0 0.0 0.0 0.335
H 3.026102 0.121613 -0.989943 0.0 0.1 0.0 0.341
H 4.593188 0.853562 -2.661092 0.0 -0.1 0.0 0.325
C 1.108550 -8.878482 6.805778 0.0 0.0 0.0 -0.450
C 0.098170 -8.338491 6.022084 0.0 0.0 0.0 -0.381
C -0.296789 -7.021658 6.212250 0.0 0.0 0.0 -0.129
C 0.318218 -6.243145 7.182736 0.0 0.0 0.0 -0.529
C 1.328536 -6.783481 7.966097 0.0 0.0 0.0 -0.400
C 1.722983 -8.100988 7.777627 0.0 0.0 0.0 -0.392
H 1.415803 -9.905994 6.660612 0.0 0.0 0.0 0.367
H -0.381956 -8.945127 5.264210 0.0 0.0 0.0 0.405
H -1.087443 -6.602138 5.601814 0.0 0.0 0.0 0.406
H 0.009200 -5.215857 7.330222 0.0 0.0 0.0 0.384
H 1.807513 -6.178788 8.725265 0.0 0.0 0.0 0.367
H 2.508758 -8.523066 8.390478 0.0 0.0 0.0 0.365
C 3.210839 8.294114 -4.197513 0.0 0.0 0.0 -0.302
C 3.810954 9.545407 -4.205211 0.0 0.0 0.0 -0.471
C 3.916139 10.254314 -5.393835 0.0 0.0 0.0 -0.389
C 3.421558 9.713152 -6.572588 0.0 0.0 0.0 -0.400
C 2.821418 8.461827 -6.564895 0.0 0.0 0.0 -0.432
C 2.716615 7.752375 -5.376423 0.0 0.0 0.0 -0.333
H 3.131025 7.740627 -3.269253 0.0 0.0 0.0 0.473
H 4.196172 9.967369 -3.286087 0.0 0.0 0.0 0.388
H 4.386063 11.228996 -5.401976 0.0 0.0 0.0 0.368
H 3.506006 10.266377 -7.498719 0.0 0.0 0.0 0.367
H 2.439546 8.039209 -7.485260 0.0 0.0 0.0 0.363
H 2.254758 6.772089 -5.372670 0.0 0.0 0.0 0.363

51
Properties=species:S:1:pos:R:3:forces:R:3:mulliken_charge:R:1 method="wB97M-V/def2-TZVPD" homo_energy_ev=-4.53 spin_multiplicity=1 total_energy_ev=-101835.5219 total_charge=-1 orbital_gap_ha=0.2642 lumo_ha=0.0978
C -1.234991 -3.012612 -3.478142 0.1 0.1 0.8 -0.803
C -0.251092 -1.812726 -3.954984 -0.3 -0.6 -1.1 -0.329
C 1.292156 -2.071144 -3.605506 -0.2 -0.5 0.7 -0.676
C 1.679809 -1.713891 -2.069795 0.8 -0.7 -1.5 -0.428
O 0.946605 -2.650332 -1.248352 -0.3 0.9 0.8 -0.246
C 0.647683 -2.109002 0.053840 0.3 2.0 0.3 0.374
C -0.472843 -0.925058 0.012049 -1.5 4.9 1.5 0.110
O -1.494757 -0.969341 -0.746841 2.9 -1.2 1.3 -0.664
O -0.265244 0.181644 0.845033 0.3 -5.2 -3.0 -0.784
N 0.078458 -3.145722 1.003103 0.1 -0.7 -1.6 -0.191
Br 0.869970 -3.037757 2.696372 0.3 0.0 -0.1 -0.106
C 0.140226 -4.514426 0.418533 -0.4 -1.0 0.2 -0.113
C -0.367019 -5.671722 1.430248 0.5 -0.5 -1.3 -0.838
C -0.641438 -6.971936 0.501818 0.3 0.3 0.7 0.806
F -1.715872 -6.799476 -0.403224 2.5 -0.6 1.7 -0.246
F -0.940439 -8.116093 1.291055 0.5 2.1 -1.8 -0.269
F 0.561498 -7.262181 -0.211719 -2.9 0.2 1.1 -0.265
H -1.318458 -3.068431 -2.327934 0.2 0.3 -1.9 0.049
H -0.848527 -4.032790 -3.838998 -0.4 1.5 0.3 0.268
H -2.303697 -2.881369 -3.863413 1.5 0.0 0.3 0.341
H -0.326764 -1.818839 -5.112980 0.2 0.1 1.7 0.287
H -0.632721 -0.781707 -3.630881 0.6 -1.6 -0.1 0.234
H 1.466771 -3.210358 -3.719147 -0.2 1.7 0.2 0.207
H 2.013116 -1.565556 -4.356476 -1.2 -0.5 1.3 0.345
H 1.506897 -0.614109 -1.819828 -0.1 -1.5 -0.2 0.342
H 2.805282 -1.969426 -1.946674 -1.6 0.7 -0.1 0.222
H 1.628010 -1.647960 0.452363 -1.5 -0.7 -0.2 0.342
H 1.204041 -4.809936 0.104878 -1.6 0.4 0.2 0.186
H -0.603147 -4.527276 -0.466289 1.5 0.3 1.2 0.154
H 0.521013 -5.958812 2.092189 -1.6 0.3 -0.7 0.379
H -1.299654 -5.393309 2.022949 1.3 -0.4 -0.9 0.281
C -0.040081 7.387555 2.664375 -0.2 0.1 0.0 -1.174
C -0.675019 6.025227 2.909654 0.1 -0.1 0.1 -0.343
C 0.307428 4.864134 2.749722 -0.1 -0.2 0.0 -0.699
C 0.904757 4.703428 1.348234 0.1 0.1 -0.1 -0.676
C -0.115418 4.519362 0.222895 0.0 -0.1 0.1 -0.371
C -0.953585 3.256215 0.373923 0.1 0.1 -0.2 -1.058
H 0.332052 7.482044 1.641703 0.0 0.0 0.1 0.279
H -0.777048 8.180437 2.822850 0.1 0.0 0.0 0.370
H 0.792192 7.559500 3.352893 0.0 0.0 -0.1 0.284
H -1.534790 5.894227 2.245325 0.1 0.0 0.0 0.246
H -1.071404 6.005043 3.930834 0.0 0.0 -0.1 0.359
H -0.195157 3.935483 3.038846 0.1 0.0 -0.1 0.301
H 1.130702 4.993557 3.462449 0.0 0.0 0.0 0.374
H 1.581665 3.841468 1.357810 -0.1 0.0 0.0 0.372
H 1.531114 5.573117 1.116470 0.0 0.0 0.1 0.313
H 0.424570 4.468024 -0.728997 0.0 0.1 0.0 0.348
H -0.773079 5.392693 0.155581 0.1 0.1 0.0 0.225
H -0.319329 2.366419 0.395677 -0.2 -0.1 0.1 0.290
H -1.640968 3.158721 -0.470635 0.0 -0.1 0.1 0.398
H -1.553474 3.274997 1.287144 0.0 -0.1 0.0 0.193